(1)
Density functional theory data (ωB97M-V/def2-TZVPD) for C3H8FN in the gas phase.

Results
Orbital gap = 10.828 eV
Charge = 0
E_LUMO = 1.273 eV

```
13
C3H8FN ωB97M-V/def2-TZVPD
C 1.01463 0.97414 -0.56251
C -0.35943 0.52777 -0.48328
C -0.52662 -0.42478 1.14397
N -1.39037 -1.52715 0.92637
F -1.00778 0.50615 2.03920
H 1.78288 0.08250 -0.32846
H 1.22127 1.25395 -1.64013
H 1.40702 1.67110 0.17345
H -1.23837 1.29298 -0.30057
H -0.65434 -0.21983 -1.14716
H 0.52252 -0.71192 1.30976
H -1.64081 -2.09240 1.69304
H -2.20609 -1.11159 0.45260
```

(2)
Density functional theory data (ωB97M-V/def2-TZVPD) for C3H8FN3O as an isolated structure.

Results
Orbital gap = 8.756 eV
Charge = 0
E_LUMO = 0.572 eV

```
16
C3H8FN3O ωB97M-V/def2-TZVPD
C -1.34093 -1.15078 -1.17079
C 0.50101 0.09457 -0.03904
C 0.93749 -0.17866 1.42236
H -0.89887 -0.83266 -2.25196
H -0.53668 -2.43803 -0.78399
H -2.59023 -1.09040 -0.91934
H -0.73129 0.85434 1.61868
H 0.66646 -1.19615 1.79935
H 2.05254 -0.23155 1.21985
H 0.14471 0.27163 -2.49319
H 1.76391 0.74982 -2.90381
N -0.95654 0.10051 -0.39240
N 1.46420 0.11713 -0.84921
N 1.18278 0.12842 -2.15307
O -1.80950 0.16328 0.87996
F 0.24299 0.84373 2.24026
```

(3)
Density functional theory data (ωB97M-V/def2-TZVPD) for C3H8FNO2S3 as an isolated structure.

Results
Orbital gap = 9.753 eV
Charge = 0
E_LUMO = 0.404 eV

```
18
C3H8FNO2S3 ωB97M-V/def2-TZVPD
O 1.38197 -1.41397 -0.10304
S 2.13096 -0.24239 -0.40619
O 3.44967 -0.13235 0.10635
F 2.23265 -0.12378 -1.94501
N 1.20458 1.15046 -0.08369
S 1.97596 2.09045 1.18210
C -0.17262 0.76768 0.36514
C -1.07961 0.32929 -0.78742
C -1.66175 -1.07899 -0.60668
S -2.65202 -1.23880 0.91308
H 1.32813 1.56362 2.23645
H -0.58851 1.66863 0.80310
H -0.12248 0.03195 1.16486
H -1.93586 1.00156 -0.83164
H -0.57744 0.40846 -1.75156
H -2.35519 -1.29679 -1.41322
H -0.85609 -1.80450 -0.58766
H -1.70236 -1.68051 1.74503
```

(4)
Density functional theory data (ωB97M-V/def2-TZVPD) for a 2-piece molecular cluster, C3H8IN2 overall.

Results
Orbital gap = 8.097 eV
Charge = +1
E_LUMO = -4.798 eV

```
14
C3H8IN2 ωB97M-V/def2-TZVPD
C -0.21498 0.77539 0.25371
C 0.75069 0.01840 0.94179
C 1.78713 -0.81984 0.52806
N 1.85598 -1.62125 -0.47244
N -0.44271 0.94321 -1.08044
I -3.99379 0.53186 0.30095
H -0.88047 1.23010 0.89001
H -5.51844 1.02909 0.18659
H 0.96734 0.48071 1.90806
H 2.73825 -0.71800 1.16771
H 2.70730 -2.12909 -0.62788
H 0.95749 -2.04220 -0.85201
H -0.88979 1.80649 -1.32630
H 0.17600 0.51514 -1.81781
```

(5)
Density functional theory data (ωB97M-V/def2-TZVPD) for C3H8IN2 as an isolated structure.

Results
Orbital gap (spin up / spin down) = 7.354 / 8.105 eV
Charge = +1
E_LUMO (spin up / spin down) = -4.690 / -4.299 eV

```
14
C3H8IN2 ωB97M-V/def2-TZVPD
C -0.94256 -0.60437 -0.50442
C -2.13419 0.24803 0.53049
C 1.72620 0.13253 -0.33366
N 1.37269 1.34911 -0.06219
N 0.22473 -0.97528 0.08616
I -4.10229 0.10549 -0.07046
H -1.48749 -1.16443 -1.21891
H -1.77300 0.80618 1.30143
H 2.08784 -0.12316 -1.26838
H 2.33137 -0.39906 0.45455
H 0.62984 1.87686 -0.64606
H 1.31494 1.58180 0.89164
H 0.59781 -1.88104 -0.21704
H 0.15411 -0.95264 1.05685
```

(6)
Density functional theory data (ωB97M-V/def2-TZVPD) for C3H8INO2 as an isolated structure.

Results
Orbital gap = 8.811 eV
Charge = 0
E_LUMO = -0.155 eV

```
15
C3H8INO2 ωB97M-V/def2-TZVPD
C -0.86134 -1.75109 -0.80802
C 1.19507 1.95839 0.02344
C -0.18492 -0.05980 0.76728
N -1.24647 -0.75886 0.18121
O 0.77436 -0.79242 1.35944
O 0.56428 0.81870 -0.45900
I -2.66920 0.55057 -0.50864
H -0.26621 -2.52263 -0.31645
H -1.76432 -2.21557 -1.19897
H -0.28714 -1.31568 -1.62973
H 1.69690 2.41322 -0.83612
H 1.94306 1.71269 0.78851
H 0.47518 2.67907 0.43696
H -0.53641 0.69514 1.46926
H 1.16718 -1.41174 0.73082
```

(7)
Density functional theory data (ωB97M-V/def2-TZVPD) for a 2-piece molecular cluster, C3H8INO2S overall.

Results
Orbital gap (spin up / spin down) = 8.300 / 8.299 eV
Charge = 0
E_LUMO (spin up / spin down) = -1.155 / -1.155 eV

```
16
C3H8INO2S ωB97M-V/def2-TZVPD
C 1.59195 2.21903 0.29779
C -1.16426 -2.31542 -0.11935
C 1.28302 0.78786 0.41399
N -0.33754 0.14322 -1.11004
O -1.32902 0.01511 1.15556
O -2.77129 -0.44197 -0.78164
S -1.49297 -0.52412 -0.16609
I 2.75703 -0.67510 -0.13174
H 2.44368 2.41731 0.97373
H 0.80132 2.85414 0.63173
H 2.04636 2.51938 -0.68370
H -2.13026 -2.68959 0.30556
H -1.06851 -2.97852 -0.96095
H -0.41804 -2.57647 0.57741
H 0.67518 0.43806 1.23099
H -0.88665 0.80705 -1.63326
```

(8)
Density functional theory data (ωB97M-V/def2-TZVPD) for C3H8INS in the gas phase.

Results
Orbital gap = 8.111 eV
Charge = 0
E_LUMO = -0.532 eV

```
14
C3H8INS ωB97M-V/def2-TZVPD
C 1.67592 1.04588 1.43860
C -1.78164 -1.81663 -0.93353
C 1.31183 0.67169 0.02750
N -1.67148 -0.87949 0.09945
S -0.84166 0.34713 0.40566
I -1.51945 2.12333 -1.38350
H 1.16457 2.01538 1.54998
H 1.39353 0.14472 2.03128
H 2.80540 1.12879 1.49867
H -2.61343 -2.39566 -0.65351
H -0.93721 -2.51564 -0.95188
H -1.84820 -1.16384 -1.87466
H 1.68353 -0.21319 -0.60084
H 1.17827 1.50753 -0.65324
```

(9)
Density functional theory data (ωB97M-V/def2-TZVPD) for C3H8IP in the gas phase.

Results
Orbital gap = 9.170 eV
Charge = 0
E_LUMO = 0.382 eV

```
13
C3H8IP ωB97M-V/def2-TZVPD
C 0.26034 1.58961 0.02217
P -0.18638 0.05325 -0.92836
C 1.39696 -0.88905 -0.42119
C -1.40076 -0.69023 0.18237
I -3.35109 0.19280 0.10248
H 0.58355 1.13742 1.00590
H -0.73147 1.97297 0.48530
H 0.90081 2.31905 -0.56076
H 1.13347 -1.96790 -0.56238
H 1.74391 -0.81905 0.60457
H 2.17419 -0.66750 -1.16451
H -1.10456 -0.39406 1.16711
H -1.41897 -1.83730 0.06730
```

(10)
Density functional theory data (ωB97M-V/def2-TZVPD) for an isolated ion of composition C3H8N and charge +1.

Results
Orbital gap = 11.904 eV
Charge = +1
E_LUMO = -5.288 eV

```
12
C3H8N ωB97M-V/def2-TZVPD
C 0.14651 1.76283 -0.33610
N -0.41220 0.62142 -0.35373
C 0.31098 -0.72794 -0.34303
C -0.03374 -1.46623 0.92442
H -0.46555 2.59325 -0.00473
H 1.16686 1.90469 -0.66997
H -1.40368 0.58351 -0.14204
H 0.05035 -1.19312 -1.28202
H 1.33536 -0.36467 -0.42157
H -0.74470 -2.26744 0.71068
H -0.59862 -0.95814 1.71241
H 0.88603 -1.83632 1.36582
```

(11)
Density functional theory data (ωB97M-V/def2-TZVPD) for a 2-piece molecular cluster, C3H8N overall.

Results
Orbital gap (spin up / spin down) = 9.868 / 9.569 eV
Charge = +1
E_LUMO (spin up / spin down) = -4.938 / -5.773 eV

```
12
C3H8N ωB97M-V/def2-TZVPD
C -0.02826 1.36146 0.32544
C 0.48254 0.19349 1.14426
C 0.43159 0.09585 -0.32607
N -0.55033 -0.83107 -1.03661
H -1.07688 1.62305 0.41604
H 0.51139 2.29164 0.16947
H 1.31537 0.02110 1.84310
H -0.32928 -0.39495 1.63519
H 2.31620 -0.36445 -1.71526
H 0.03369 -1.15323 -1.77435
H -1.33006 -0.39217 -1.32478
H -0.77170 -1.61923 -0.38764
```

(12)
Density functional theory data (ωB97M-V/def2-TZVPD) for a 2-piece molecular cluster, C3H8N2 overall.

Results
Spin multiplicity = 2
Orbital gap (spin up / spin down) = 3.236 / 8.121 eV
Charge = -1
E_LUMO (spin up / spin down) = 4.456 / 4.305 eV

```
13
C3H8N2 ωB97M-V/def2-TZVPD
C -1.80944 -1.18116 -1.72371
N -1.26865 -1.04042 -0.53173
H -1.36489 -0.44603 -2.49230
H -2.53594 -1.89021 -2.02438
H -1.63670 -1.65896 0.19268
C 1.66265 -0.16609 1.00795
C 0.66142 1.74555 0.27812
N 0.50577 0.73928 1.04851
H 1.90249 -0.43028 -0.11192
H 1.50839 -0.81602 1.95224
H 2.66518 0.31286 1.34180
H 0.05452 2.59969 0.28701
H 1.65929 2.04712 -0.13679
```

(13)
Density functional theory data (ωB97M-V/def2-TZVPD) for C3H8N2 in the gas phase.

Results
Orbital gap = 9.917 eV
Charge = 0
E_LUMO = 1.027 eV

```
13
C3H8N2 ωB97M-V/def2-TZVPD
C -0.17671 -0.33548 -1.95410
C 0.14886 0.39216 -0.71319
N -0.80789 0.01521 0.34848
C -0.60026 -0.14896 1.61290
N 0.64787 -0.11102 2.13271
H -1.11330 0.04356 -2.46223
H 0.41312 -0.24074 -2.85795
H -0.32713 -1.41957 -1.54349
H 1.25398 0.25572 -0.47434
H -0.07663 1.52789 -0.81232
H -1.38235 -0.15901 2.43312
H 1.23780 -0.33035 1.34270
H 0.78264 0.51058 2.94772
```

(14)
Density functional theory data (ωB97M-V/def2-TZVPD) for C3H8N2 in the gas phase.

Results
Orbital gap = 9.611 eV
Charge = 0
E_LUMO = 1.081 eV

```
13
C3H8N2 ωB97M-V/def2-TZVPD
N -1.45976 -0.77664 -0.33259
C -0.78718 0.27832 0.37476
C 0.12264 1.19398 -0.47927
C 0.67090 0.15702 0.36523
N 1.32173 -0.90604 -0.25330
H -1.40504 -1.74566 0.18929
H -2.45380 -0.46832 -0.35821
H -1.17914 0.64243 1.33948
H 0.24800 2.29042 -0.18305
H -0.07870 0.94899 -1.53897
H 1.25987 0.50827 1.26834
H 2.12506 -0.50904 -0.84931
H 1.61541 -1.61374 0.45758
```

(15)
Density functional theory data (ωB97M-V/def2-TZVPD) for a 2-piece molecular cluster, C3H8N2 overall.

Results
Orbital gap = 10.369 eV
Charge = 0
E_LUMO = 1.000 eV

```
13
C3H8N2 ωB97M-V/def2-TZVPD
H 2.14408 -1.96841 0.29823
N 2.18005 -0.97242 0.48914
C 1.32913 -0.29883 -0.16765
N 1.20680 1.08014 0.08775
H 0.74926 -0.62158 -1.03970
H 1.10170 1.69290 -0.70799
H 1.91795 1.41815 0.72347
C -1.37225 0.04532 0.55265
C -2.24292 -0.15694 -0.42207
H -1.28163 -0.66288 1.36749
H -0.54341 0.96358 0.57437
H -2.77502 -1.09080 -0.55071
H -2.41373 0.57176 -1.20498
```

(16)
Density functional theory data (ωB97M-V/def2-TZVPD) for C3H8N2 in the gas phase.

Results
Orbital gap = 9.422 eV
Charge = 0
E_LUMO = 0.959 eV

```
13
C3H8N2 ωB97M-V/def2-TZVPD
H 0.77283 -2.18262 -2.12760
N 1.13107 -1.82073 -1.23077
C 0.30101 -0.77844 -0.96806
N 0.45768 0.01697 0.07205
C -0.65718 1.05570 0.16757
C -0.88969 1.24746 1.72776
H -0.65032 -0.70891 -1.60375
H 1.20618 -0.20244 0.69576
H -1.64729 0.78641 -0.22394
H -0.24028 1.90204 -0.44474
H -1.67225 0.53133 2.11014
H -1.31086 2.20077 1.74911
H -0.10416 1.15138 2.39252
```

(17)
Density functional theory data (ωB97M-V/def2-TZVPD) for C3H8N2 in the gas phase.

Results
Orbital gap = 10.143 eV
Charge = 0
E_LUMO = 0.999 eV

```
13
C3H8N2 ωB97M-V/def2-TZVPD
H 1.07112 -1.42445 -2.30526
N 1.72545 -0.72036 -2.02035
C 1.03660 0.17491 -1.32442
N -0.34644 0.14202 -0.95286
C -0.72558 0.66239 0.34744
C -0.33484 -0.23408 1.64821
H 1.45423 1.20167 -0.92967
H -0.78397 -0.84589 -1.00198
H -1.81368 0.68442 0.19248
H -0.36154 1.68120 0.43656
H 0.68580 -0.80652 1.58039
H -1.23658 -1.02363 1.73828
H -0.37058 0.50832 2.59119
```

(18)
Density functional theory data (ωB97M-V/def2-TZVPD) for a 2-piece molecular cluster, C3H8N2 overall.

Results
Orbital gap = 9.679 eV
Charge = 0
E_LUMO = 0.456 eV

```
13
C3H8N2 ωB97M-V/def2-TZVPD
C -1.88023 0.69259 -0.88396
C 1.16977 -0.58158 -0.10497
C 0.25919 0.16234 0.95318
N -2.36926 -0.18754 -1.72947
N -0.54864 1.33308 0.54299
H -2.15713 1.69572 -1.13775
H -0.12479 1.86632 -0.14501
H 2.08561 0.06707 -0.27906
H 1.47270 -1.47827 0.27242
H 0.47700 -0.70337 -0.95166
H -0.37042 -0.57998 1.54310
H 0.94830 0.48301 1.82952
H -1.83626 -1.07566 -1.69131
```

(19)
Density functional theory data (ωB97M-V/def2-TZVPD) for C3H8N2 as an isolated structure.

Results
Orbital gap = 9.278 eV
Charge = 0
E_LUMO = 0.623 eV

```
13
C3H8N2 ωB97M-V/def2-TZVPD
C -1.64965 -0.75716 0.94859
C -0.42597 -0.54136 0.06229
N 2.13668 0.54511 -0.91641
C 0.96948 1.20394 -0.60517
N 0.00547 0.90782 0.18373
H -2.54798 -1.01921 0.37473
H -1.40595 -1.31590 1.84954
H -1.85520 0.22586 1.38803
H 0.43787 -1.12137 0.39987
H -0.61451 -0.79774 -0.98165
H 2.77141 0.56876 -0.12885
H 1.29043 0.02707 -1.29575
H 0.88791 2.07419 -1.27894
```

(20)
Density functional theory data (ωB97M-V/def2-TZVPD) for a 2-piece molecular cluster, C3H8N2O overall.

Results
Orbital gap = 10.473 eV
Charge = 0
E_LUMO = 0.953 eV

```
14
C3H8N2O ωB97M-V/def2-TZVPD
C -1.72742 -1.16745 0.32283
N -0.59458 -0.50100 0.91693
C 0.69174 -0.76597 0.58243
O 1.63933 -0.09776 1.00196
H -1.43569 -2.17625 0.02981
H -2.54311 -1.23534 1.04440
H -2.09712 -0.63270 -0.56001
H -0.76298 0.42619 1.27935
H 0.83029 -1.81336 0.25827
C 1.35708 1.98161 -0.89939
N 0.62412 1.26670 -1.60581
H 2.04980 1.44572 -0.12363
H 1.19130 3.05099 -0.85151
H 0.77724 0.21862 -1.39563
```